(1)
Computed, not measured: 8 unconnected molecules or ions with the total composition C4H24O8 at a distorted geometry, with ωB97M-V/def2-TZVPD.

The calculation puts the total energy at -20917.70589 eV. As for the HOMO-LUMO gap: 11.01 eV. As for the SMILES: CCO.CCO.O.O.O.O.O.O. The HOMO energy comes out at -0.388 Ha. As for the max |F|: 2.45 eV/Å. The value obtained for the energy above the lowest of the compared OMol25 structures with the same formula, charge and spin is 0.0 kcal/mol. The LUMO energy comes out at 0.44 eV. The total charge is 0.

Each line ends with the natural charge from an NBO analysis.
CARTESIAN COORDINATES (ANGSTROEM)
H 1.130 -2.171 -3.000  0.21
O -0.199 -1.826 1.629  -0.77
H 1.115 2.138 -1.858  0.51
O -1.509 3.735 2.689  -0.95
C -0.031 -3.234 1.363  -0.06
H 1.869 -1.605 -0.679  0.15
H 0.768 3.385 0.154  0.52
H -1.530 0.908 0.853  0.49
O -1.249 0.773 -2.761  -0.98
H 2.699 -1.145 -3.066  0.21
H -1.118 1.040 -1.830  0.50
H 0.501 1.478 2.198  0.49
O -0.290 1.108 2.593  -0.99
H -1.680 -3.424 -0.097  0.21
C 1.408 -0.832 -1.357  -0.05
H 0.246 -3.661 2.345  0.19
H -1.836 -0.011 -2.678  0.46
H -0.446 -1.329 0.827  0.48
H 0.805 -3.368 0.650  0.16
H 0.328 -0.924 -1.169  0.15
C -1.285 -3.858 0.813  -0.64
H -2.101 -3.724 1.566  0.21
H -1.179 -4.940 0.707  0.22
O 0.763 2.928 1.030  -1.02
H -0.124 0.161 2.536  0.49
O -1.097 1.006 -0.010  -1.01
H 0.106 3.418 1.532  0.50
H -1.153 3.741 3.592  0.48
H 1.816 0.558 -0.112  0.48
H -0.407 1.674 0.197  0.51
C 1.666 -1.227 -2.810  -0.64
H 0.176 3.304 -2.412  0.49
H 1.120 -0.440 -3.355  0.23
O 1.852 0.480 -1.058  -0.74
H -1.901 2.859 2.681  0.48
O 0.768 3.026 -1.703  -1.00

Forces on the atoms, in the same order (eV/Å):
0.74 0.17 -0.11
-0.07 0.21 -0.16
-0.10 -0.21 -0.21
0.20 0.10 0.63
0.43 0.72 -0.24
-0.03 0.87 -0.38
0.30 -0.58 0.36
0.15 0.04 -0.35
-0.46 -0.72 0.18
0.68 -0.53 -0.23
-0.24 -0.16 -0.23
0.22 0.52 -0.22
-0.22 -0.65 0.63
0.36 0.12 -0.37
-0.02 -1.89 0.48
-0.12 0.09 -0.62
0.58 0.85 -0.16
0.14 -0.51 0.18
-0.16 -0.03 0.38
0.07 0.24 -0.13
-1.25 -0.34 1.46
0.54 -0.07 -0.47
0.13 0.09 -0.24
0.30 0.60 -1.06
-0.18 -0.41 0.28
0.05 0.08 0.37
-0.47 0.19 0.50
0.03 0.31 -0.29
0.03 0.36 0.67
-0.21 -0.21 -0.08
-1.81 1.50 0.69
0.22 -0.45 0.03
0.21 -0.37 -0.32
0.17 -0.33 -0.78
-0.09 -0.32 -0.35
-0.12 0.68 0.16

(2)
Computed, not measured: 8 unconnected molecules or ions with the total composition C4H24O8 at a distorted geometry, with ωB97M-V/def2-TZVPD.

The calculation puts the total energy at -20915.89440 eV. As for the HOMO-LUMO gap: 10.47 eV. As for the SMILES: CO.CO.CO.CO.O.O.O.O. The HOMO energy comes out at -0.368 Ha. As for the max |F|: 3.53 eV/Å. The value obtained for the energy above the lowest of the compared OMol25 structures with the same formula, charge and spin is 41.8 kcal/mol. The LUMO energy comes out at 0.46 eV. The total charge is 0.

Each line ends with the natural charge from an NBO analysis.
CARTESIAN COORDINATES (ANGSTROEM)
H -0.511 -2.366 -2.247  0.19
C -0.751 -1.306 -2.402  -0.27
C -1.715 0.138 2.494  -0.26
H -0.694 1.735 -0.823  0.51
H -1.958 -3.378 0.585  0.48
O 3.216 0.032 2.434  -0.95
H 3.103 -0.484 -2.055  0.18
H -1.594 -2.053 -0.305  0.52
H -2.047 -0.555 3.265  0.17
H -2.516 2.648 -2.720  0.17
H 0.004 -2.436 1.405  0.53
O -1.234 -2.856 0.195  -1.02
O -1.500 1.618 -1.279  -0.75
O -1.885 -1.033 -1.561  -0.79
H 1.513 -2.573 1.915  0.50
H -0.941 1.829 -3.231  0.17
C 2.669 -0.040 -1.159  -0.25
H -1.905 -0.053 -1.363  0.51
H 3.381 0.223 -0.442  0.18
O 1.836 1.071 -1.411  -0.77
O 0.282 1.996 0.894  -1.01
H 0.691 2.728 1.259  0.47
H 0.043 -0.668 -1.975  0.19
H -0.990 3.401 -2.160  0.17
C -1.452 2.395 -2.387  -0.25
H 3.410 0.883 2.764  0.47
O 0.721 -2.036 1.979  -1.00
O -0.306 0.161 2.585  -0.80
H 2.172 -0.910 -0.784  0.15
H 0.167 -0.725 2.548  0.52
H 2.264 0.062 2.079  0.48
H 0.155 1.330 1.603  0.50
H -2.126 -0.294 1.539  0.18
H -0.935 -1.133 -3.509  0.17
H 1.495 1.486 -0.568  0.49
H -2.063 1.164 2.839  0.19

Forces on the atoms, in the same order (eV/Å):
0.06 0.33 -0.16
-0.01 0.34 0.12
-0.42 -0.30 0.99
1.44 0.02 1.39
0.31 0.59 -0.47
-2.36 -1.63 -1.46
0.25 0.93 -0.39
-0.02 -0.86 0.23
-0.43 -0.07 0.18
1.32 -0.49 0.34
0.64 0.24 0.10
-0.25 0.13 0.46
-1.55 -1.27 1.14
-0.47 0.51 -0.11
0.02 -0.06 0.02
-0.37 1.09 0.71
-0.74 -0.38 -0.46
0.17 -0.83 -0.42
1.61 0.24 0.92
-0.80 0.63 0.24
-0.72 -1.61 -1.81
1.16 2.32 1.16
0.19 -0.37 -0.90
-0.11 -1.07 -0.51
-0.83 1.80 -2.93
0.16 1.51 0.55
-0.45 -0.74 -0.46
0.84 0.39 -0.09
-1.03 -0.47 0.72
-0.90 0.60 -0.14
2.16 0.07 0.87
-0.16 -0.47 0.33
0.44 1.08 0.53
0.11 0.04 1.36
0.62 -1.01 -0.92
0.12 -1.27 -1.12

(3)
Computed, not measured: 8 unconnected molecules or ions with the total composition C4H25N2O7S at a distorted geometry, with ωB97M-V/def2-TZVPD.

The calculation puts the total energy at -32702.87686 eV. As for the HOMO-LUMO gap: 7.08 eV. The HOMO energy comes out at -0.152 Ha. As for the max |F|: 3.30 eV/Å. The value obtained for the energy above the lowest of the compared OMol25 structures with the same formula, charge and spin is 24.9 kcal/mol. The LUMO energy comes out at 2.94 eV. The total charge is -1.

Each line ends with the natural charge from an NBO analysis.
CARTESIAN COORDINATES (ANGSTROEM)
H -0.671 3.047 1.562  0.20
O 0.735 -2.346 0.228  -1.01
H -2.568 1.759 2.075  0.18
H 0.392 -1.739 -2.846  0.52
H 2.120 1.454 1.852  0.17
S -2.079 -0.363 -0.951  -0.72
H 1.095 -2.897 -0.477  0.49
O 0.311 -3.259 2.472  -0.93
H 2.187 -1.046 -0.163  0.51
H 0.006 1.671 0.625  0.18
H -0.369 1.241 3.485  0.37
H -2.606 -0.579 2.227  0.37
H 0.297 1.583 -1.556  0.49
H -0.176 -3.044 -2.139  0.47
H 1.941 0.711 3.452  0.20
N -1.724 -0.109 2.092  -0.86
H -1.082 -0.739 1.650  0.36
C -1.839 1.193 1.460  -0.09
H -0.228 -3.516 1.713  0.47
H -1.254 -0.252 -3.057  0.49
O 2.628 2.906 -0.726  -1.01
O -0.447 -0.202 -3.620  -1.02
H 1.517 0.588 -1.526  0.52
H 1.197 -0.031 1.922  0.16
H -2.146 1.958 -0.676  0.20
O 1.111 1.326 -2.007  -0.97
N 0.256 1.712 2.814  -0.64
H 2.567 2.498 0.137  0.47
O 2.664 -0.713 -0.937  -0.98
C 1.424 0.891 2.497  -0.40
H -3.575 1.241 0.092  0.19
O 0.597 -2.646 -2.548  -1.01
C -0.529 1.965 1.528  -0.23
H -0.050 -1.942 -0.188  0.50
H 2.014 2.584 -1.449  0.51
H 0.087 -2.335 2.302  0.46
H 0.017 0.392 -2.994  0.48
H 2.799 -1.449 -1.541  0.49
C -2.414 1.119 0.051  -0.55

Forces on the atoms, in the same order (eV/Å):
-0.40 -0.10 -0.70
-0.22 0.19 -0.45
0.22 -0.30 -0.17
-0.69 -0.01 -0.10
-0.23 -0.01 0.33
0.47 -0.57 0.31
0.02 0.13 -0.15
-1.21 0.13 0.35
-0.16 -0.45 -0.22
0.66 0.13 0.23
0.53 -0.01 -0.77
-0.06 0.06 -0.31
-0.06 -0.36 0.24
-0.31 0.45 -0.33
0.03 -0.44 -0.48
0.15 0.31 1.33
-0.04 0.00 -0.66
-0.88 0.21 0.51
0.41 -1.08 -0.03
-0.16 -0.31 -0.39
0.53 1.38 -0.95
-0.31 0.11 0.71
0.25 -0.36 0.27
0.07 0.04 0.53
0.03 -0.46 1.48
-0.67 0.46 -0.66
-0.39 -0.07 -1.58
-0.62 -0.47 -0.38
0.39 0.68 0.05
-0.02 0.27 0.42
1.81 -0.31 0.20
0.82 -0.58 0.00
0.46 -0.16 1.69
-0.03 0.45 -0.15
0.82 -0.37 1.81
0.82 0.43 0.87
0.52 -0.11 -0.85
-0.30 -0.10 0.12
-2.25 1.19 -2.10

(4)
Computed, not measured: 8 unconnected molecules or ions with the total composition C4H25NO7S2 at a distorted geometry, with ωB97M-V/def2-TZVPD.

The calculation puts the total energy at -42043.96145 eV. As for the HOMO-LUMO gap: 8.09 eV. As for the SMILES: CCSSCCN.O.O.O.O.O.O.O. The HOMO energy comes out at -0.294 Ha. As for the max |F|: 7.64 eV/Å. The value obtained for the energy above the lowest of the compared OMol25 structures with the same formula, charge and spin is 85.0 kcal/mol. The LUMO energy comes out at 0.09 eV. The total charge is 0.

Each line ends with the natural charge from an NBO analysis.
CARTESIAN COORDINATES (ANGSTROEM)
O -2.173 -1.202 -2.043  -0.93
C -1.006 1.823 -1.519  -0.56
S 0.158 2.387 -2.892  0.08
H 2.871 2.740 1.348  0.47
H 0.136 2.820 0.975  0.35
O -2.705 -1.020 1.262  -1.00
C -1.338 2.725 -0.277  -0.23
H 1.997 -0.442 -3.034  0.21
H -2.371 2.550 -0.122  0.17
H -1.525 -0.661 -2.199  0.47
O 1.014 0.840 3.162  -0.99
H -0.494 1.389 1.123  0.36
H 1.823 -1.461 -0.644  0.19
H -1.946 1.606 -1.795  0.21
O -0.154 -1.397 2.387  -1.00
O 1.453 -3.322 0.812  -0.96
H -2.296 -1.756 -2.735  0.48
C 2.223 0.083 -2.048  -0.57
O 2.855 1.813 1.162  -0.96
H 3.280 -0.007 -2.139  0.26
H 0.489 -2.089 2.347  0.51
H -1.466 -3.787 -0.939  0.47
H 0.333 -0.661 -1.164  0.19
H -2.729 -0.572 0.419  0.51
S 1.925 1.816 -2.327  0.10
H 1.494 0.112 0.018  0.25
H 2.051 -2.571 0.587  0.46
H 2.268 1.431 1.793  0.49
H -1.541 -2.336 -0.692  0.48
N -0.729 2.390 0.976  -0.82
O -1.086 -3.076 -0.581  -0.95
H 0.434 0.123 2.927  0.50
H -0.506 0.802 -1.252  0.21
H -3.215 -0.887 1.984  0.50
H -0.952 -1.514 1.961  0.50
C 1.377 -0.447 -0.915  -0.62
H 0.644 -3.038 0.334  0.50
H 0.671 0.936 4.040  0.47
H -1.266 3.860 -0.301  0.21

Forces on the atoms, in the same order (eV/Å):
-5.50 -1.71 4.82
4.33 0.14 1.80
-3.03 -0.54 -0.37
0.02 0.75 0.16
2.26 1.00 0.47
3.94 -2.21 -3.09
0.51 0.40 0.14
-0.36 0.27 1.11
-1.41 -0.07 -0.05
5.67 4.81 -1.75
0.34 0.59 0.13
-0.61 0.82 -0.33
-0.71 1.15 -0.60
-3.10 -0.85 -2.45
2.22 1.92 2.10
0.21 1.33 -0.42
-0.50 -2.55 -3.38
-2.59 -0.69 -3.05
0.81 -0.34 -1.18
1.02 0.06 1.30
0.14 -1.10 -0.56
-2.47 -4.02 -2.12
0.53 0.12 -0.02
-1.07 0.66 0.49
2.88 1.47 1.13
-0.31 0.34 -0.40
-0.32 -1.09 0.55
-0.78 -0.41 1.18
-3.44 4.64 -1.06
-0.41 -1.68 0.74
6.23 -1.13 3.52
-0.34 -1.31 -1.19
-1.19 2.39 0.18
-2.94 1.60 2.52
-2.60 -1.03 -1.70
2.00 -2.56 1.10
0.10 -0.64 0.18
0.26 0.86 1.08
0.21 -1.39 -0.96

(5)
Computed, not measured: a molecular structure, C4H26BO21 at a distorted geometry, with ωB97M-V/def2-TZVPD.

The calculation puts the total energy at -48250.54746 eV. As for the HOMO-LUMO gap: 9.68 eV. The HOMO energy comes out at -0.288 Ha. As for the max |F|: 8.41 eV/Å. The value obtained for the energy above the lowest of the compared OMol25 structures with the same formula, charge and spin is 81.2 kcal/mol. The LUMO energy comes out at 1.83 eV. The total charge is -1.

Each line ends with the natural charge from an NBO analysis.
CARTESIAN COORDINATES (ANGSTROEM)
H 2.173 3.483 0.090  0.47
B -1.087 0.916 -0.592  1.15
O -0.558 2.207 -0.254  -0.63
O -4.836 -1.477 2.991  -0.95
C -2.825 0.039 0.325  0.68
C -1.654 -0.501 0.912  0.68
O -0.637 -0.078 0.357  -0.62
H -4.733 -1.020 2.184  0.49
C 0.165 2.595 -1.269  0.71
O -1.802 -4.319 1.353  -0.98
H 2.590 4.580 -1.520  0.48
H -1.039 -0.303 4.392  0.46
O 3.349 4.559 -2.099  -0.94
H 2.131 1.175 -3.984  0.49
H 0.654 -2.093 3.237  0.48
O -2.266 -2.384 -1.251  -0.93
O 4.060 1.963 -1.605  -0.99
O -2.505 -3.215 3.676  -0.97
H 0.891 -1.178 -3.995  0.48
H -1.729 -4.007 2.295  0.50
H 2.727 0.129 -3.046  0.46
H -0.024 -0.138 3.356  0.49
H -2.348 -2.309 3.523  0.50
H 4.049 4.882 -1.603  0.47
H -1.400 -2.612 -0.974  0.45
H 1.742 0.766 1.114  0.48
H 0.445 1.267 1.918  0.47
O -2.532 0.923 -0.494  -0.60
O 2.860 0.561 -3.854  -0.95
O -3.930 -0.067 0.786  -0.59
O 1.353 1.009 1.929  -0.94
H 4.155 1.465 -2.463  0.49
H -4.293 -0.865 3.526  0.44
H -3.284 -3.334 4.228  0.49
O -0.597 0.676 -1.964  -0.59
O 1.217 -1.690 -2.292  -0.94
H 0.322 -3.390 2.764  0.45
O -1.642 -1.157 1.969  -0.62
O 1.024 3.428 -1.169  -0.61
C -0.009 1.708 -2.350  0.66
H -1.035 -4.028 0.829  0.45
O 0.480 1.816 -3.420  -0.59
H -2.663 -3.166 -1.545  0.48
O 2.710 3.599 0.879  -0.95
H 0.557 0.029 -4.826  0.47
H 1.437 -1.138 -1.503  0.48
O 0.581 -0.920 -4.850  -0.97
H 3.440 2.671 -1.725  0.48
O -0.131 -0.527 4.258  -0.94
H 2.777 4.577 1.043  0.45
H 0.731 -2.404 -1.886  0.47
O 0.936 -2.710 2.598  -0.95

Forces on the atoms, in the same order (eV/Å):
-0.26 0.16 0.20
-0.16 0.31 -1.28
-0.19 0.57 0.56
0.23 0.11 2.45
-5.07 -0.36 2.41
-0.71 -5.06 6.68
3.90 1.12 -2.56
0.13 0.49 -2.31
1.41 2.69 3.59
0.56 -0.16 0.08
-0.40 0.09 -0.01
-1.05 -0.06 0.56
-1.86 -0.46 -1.77
-0.02 0.00 0.27
-0.38 1.77 1.29
-0.16 2.39 0.15
1.03 -2.13 -0.44
0.20 -2.08 1.00
0.27 -0.18 0.81
-0.27 -0.04 -1.26
-0.56 -0.96 1.70
0.56 -0.61 0.77
-0.07 1.70 -0.53
2.24 0.84 1.50
1.12 -0.42 0.43
-0.14 -0.14 -1.35
-0.37 0.28 -1.06
1.53 2.56 -3.65
1.20 0.90 -2.02
-0.98 -0.81 0.09
0.73 0.03 2.71
-0.50 1.17 1.08
-0.47 -0.66 0.07
0.05 0.29 -0.34
-2.45 -3.10 1.75
0.65 0.72 1.45
-1.03 -1.62 0.03
-0.25 1.16 -2.04
-0.27 0.77 -0.86
0.90 -0.64 -2.98
-0.39 -0.05 0.88
0.90 1.13 -2.55
-0.98 -1.80 -0.52
0.78 1.55 0.85
-0.09 0.53 0.07
-0.18 -0.46 -0.91
-0.64 -0.52 -1.40
-0.27 0.67 -0.66
0.76 0.62 -1.09
-0.25 -1.52 -0.34
-0.23 -0.46 -0.13
1.52 -0.32 -1.35

(6)
Computed, not measured: 10 unconnected molecules or ions with the total composition C4H26N2O11 at a distorted geometry, with ωB97M-V/def2-TZVPD.

The calculation puts the total energy at -30074.44973 eV. As for the HOMO-LUMO gap (alpha / beta): 2.95 / 7.82 eV. The HOMO energy (alpha / beta) comes out at -0.006 / -0.188 Ha. Its expectation value of S² is 0.76. As for the max |F|: 5.09 eV/Å. The LUMO energy (alpha / beta) comes out at 2.78 / 2.70 eV. Its multiplicity is 2. The total charge is -1.

Each line ends with the natural charge from an NBO analysis.
CARTESIAN COORDINATES (ANGSTROEM)
H 2.189 -0.372 -2.708  0.54
O 1.391 -1.558 -1.797  -0.82
C 1.006 -1.582 -0.645  0.49
H 1.570 1.254 2.453  0.19
H 2.168 -0.309 3.070  0.17
H -0.949 -1.419 -2.503  0.14
O -2.470 -1.391 -1.131  -0.74
H -2.359 0.768 0.752  0.50
O -0.313 0.895 -3.323  -0.94
H 3.106 0.114 0.904  0.34
O -0.781 1.520 0.595  -1.03
H -1.117 -1.635 2.742  0.51
O -0.594 -2.348 2.274  -1.01
C 1.568 0.119 2.284  -0.43
H 2.454 1.694 -2.038  0.50
H -3.069 -0.432 0.282  0.50
O -0.296 2.914 -1.545  -1.03
O 2.268 2.185 -1.218  -1.00
H 1.549 -2.210 1.395  0.22
H 0.513 -0.197 2.333  0.21
H 2.851 -2.055 0.228  0.18
C 1.913 -1.595 0.566  -0.35
O -3.076 0.161 0.970  -0.99
H -0.815 1.854 2.317  0.51
H -0.449 2.212 -2.228  0.50
H -2.632 -0.353 2.472  0.51
O -0.893 1.844 3.248  -0.97
N -0.359 -1.638 -0.411  -0.66
O -2.109 -0.528 3.358  -1.04
H 2.994 0.314 -3.908  0.48
H 0.608 0.764 -3.422  0.50
H 2.130 1.581 -0.516  0.49
H -0.699 -1.785 0.527  0.43
H -0.561 1.198 -4.168  0.46
H -1.516 2.569 3.441  0.47
O 2.337 0.474 -3.258  -1.03
H -0.727 2.122 -0.169  0.52
H -1.664 0.324 3.566  0.50
H 0.713 2.901 -1.461  0.50
N 2.077 -0.171 0.937  -0.69
H -0.961 -3.178 2.520  0.47
C -1.321 -1.489 -1.440  0.39
H -0.041 0.872 0.464  0.51

Forces on the atoms, in the same order (eV/Å):
-0.30 0.18 -0.07
2.28 0.61 -4.51
-1.85 -1.09 4.36
0.01 -1.51 -0.25
0.03 -0.51 0.49
-0.02 -0.13 1.29
-4.76 0.20 0.56
0.45 0.20 -0.07
-1.64 -0.09 1.09
-1.68 -0.62 0.13
0.85 -1.04 0.70
-0.09 -0.33 0.12
0.52 0.87 0.01
-0.43 2.10 -0.47
-0.08 -0.37 0.29
0.09 -2.84 -3.13
0.97 0.12 -0.43
0.57 1.93 -1.03
-0.19 0.36 -0.02
0.61 -0.03 0.24
0.14 0.34 0.09
-0.32 -0.15 -1.34
-0.81 2.48 3.27
0.28 -0.09 -2.56
0.08 0.40 0.47
1.00 -0.04 1.46
-0.60 1.12 2.86
-0.23 0.37 -2.31
-0.94 0.24 -1.03
0.88 -0.37 -0.83
2.15 -0.56 0.12
-0.25 -1.54 1.12
-0.11 -0.09 0.22
-0.85 0.59 -1.61
0.42 -0.49 -0.05
-0.60 -0.39 0.97
0.24 0.47 -0.71
-0.29 -0.43 -0.36
-1.34 -0.10 -0.02
2.19 1.03 0.69
-0.57 -0.91 0.32
5.01 -0.45 -0.03
-0.81 0.55 -0.04